[1]
81
Properties=species:S:1:pos:R:3:forces:R:3 method="wB97M-V/def2-TZVPD" gap_ha=0.2436 total_charge=+1 e_homo_ev=-10.6 largest_force_ev_per_a=0.36
Ir 0.136067 -1.729565 2.062641 -0.290 0.089 -0.202
O 1.805220 -2.433265 3.088149 -0.052 0.063 0.009
C 1.812048 -1.157382 3.342434 0.333 -0.008 -0.095
O 0.770085 -0.612624 3.825975 -0.163 0.001 0.043
C 2.897190 -0.326126 2.752752 0.033 -0.023 0.070
C 4.026104 0.090994 3.434174 0.043 0.011 0.045
C 4.978787 0.856242 2.777669 -0.003 -0.022 0.069
C 4.786135 1.208561 1.452844 -0.039 0.028 -0.049
C 3.652292 0.793195 0.768354 0.024 0.032 -0.049
C 2.705498 0.012295 1.414221 -0.041 -0.010 -0.090
S 1.278804 -0.525760 0.484875 0.086 -0.035 0.148
H 4.160445 -0.180209 4.473208 -0.003 0.006 0.000
H 5.861635 1.187386 3.306184 -0.006 -0.002 0.004
H 5.519728 1.819224 0.943587 0.003 -0.010 -0.008
H 3.506730 1.076990 -0.266835 0.003 -0.011 0.000
C -0.992534 -4.987027 1.098071 -0.041 0.023 -0.043
As 0.049050 -3.490022 0.468638 0.013 0.023 0.110
C -0.650720 -3.152837 -1.296096 0.015 0.094 0.038
C 1.864089 -4.157029 0.260449 0.001 -0.105 -0.082
C 1.950547 -5.189884 -0.824662 -0.016 0.021 0.012
C 1.719471 -6.534430 -0.546622 0.003 -0.006 -0.011
C 1.751525 -7.479496 -1.562163 0.003 0.000 0.010
C 2.015857 -7.089774 -2.867015 0.001 0.003 -0.002
C 2.256448 -5.752624 -3.151503 0.007 0.001 -0.001
C 2.223178 -4.808760 -2.136199 0.009 -0.007 -0.004
H -0.903775 -5.807768 0.387273 0.002 0.008 0.001
H -2.034824 -4.681957 1.176627 -0.007 -0.028 0.013
H -0.632126 -5.306090 2.074127 0.016 0.020 0.006
H -0.474671 -4.018589 -1.931459 0.037 -0.032 0.032
H -0.159262 -2.280402 -1.725852 -0.004 -0.016 -0.011
H -1.722150 -2.978472 -1.213453 -0.026 0.005 -0.029
H 2.144960 -4.552386 1.237349 -0.008 0.037 0.010
H 2.481218 -3.282038 0.060751 0.012 0.006 -0.012
H 1.532043 -6.847886 0.474453 0.003 0.000 0.000
H 1.580393 -8.522612 -1.331580 -0.001 -0.001 0.000
H 2.046713 -7.827033 -3.657816 -0.001 0.000 -0.001
H 2.479372 -5.445674 -4.164840 0.000 0.000 0.000
H 2.424762 -3.766598 -2.359454 -0.002 -0.002 -0.001
C -1.982739 3.950309 -3.277219 0.013 -0.001 -0.004
C -3.051922 3.214811 -2.461152 -0.001 0.005 0.005
C -3.877878 4.259334 -1.698043 -0.009 0.023 -0.010
C -3.996590 2.497841 -3.435533 -0.001 -0.001 0.005
C -2.364778 2.182516 -1.506707 0.002 -0.008 0.016
O -1.885562 1.055014 -2.269112 -0.036 0.007 0.027
C -1.144345 2.703549 -0.727360 -0.005 0.011 -0.025
C -1.320673 3.780163 0.352279 0.019 -0.009 -0.013
C -0.124217 3.781362 1.273265 -0.011 0.017 -0.008
C 1.095447 4.302333 0.850406 0.008 0.017 0.015
C 2.206824 4.286771 1.678872 -0.007 0.003 -0.007
C 2.097605 3.735639 2.945930 0.004 -0.007 -0.007
Cl 3.467858 3.762123 4.012112 0.003 0.006 0.004
C 0.901701 3.196207 3.386084 -0.010 0.001 0.002
C -0.202503 3.227860 2.546069 0.013 -0.009 -0.001
C -3.412981 1.553922 -0.578404 0.039 -0.023 -0.014
N -2.806155 0.705813 0.445017 -0.033 -0.007 0.019
C -1.960928 -0.301204 0.298914 0.025 0.017 0.024
N -1.528252 -0.670601 1.500240 0.092 -0.129 0.095
C -2.160815 0.177223 2.363554 -0.043 -0.049 0.012
N -2.945054 1.019908 1.753248 0.003 0.022 -0.003
H -2.466392 4.563490 -4.037773 -0.004 0.003 0.001
H -1.311073 3.267499 -3.805573 -0.009 -0.002 0.000
H -1.377746 4.613063 -2.656987 -0.005 0.003 -0.006
H -4.229141 5.013185 -2.404051 0.001 -0.001 -0.002
H -3.308399 4.776068 -0.928397 -0.022 -0.006 -0.012
H -4.766343 3.824805 -1.237642 -0.001 0.008 -0.006
H -4.425656 3.232062 -4.118471 -0.005 0.005 0.005
H -4.831482 2.018024 -2.921838 0.007 -0.011 0.000
H -3.481808 1.743430 -4.027411 0.006 0.005 -0.004
H -1.185435 1.361564 -2.856640 0.003 -0.001 0.012
H -0.406188 3.046306 -1.457241 0.004 -0.008 0.017
H -0.681851 1.832991 -0.256407 0.004 -0.001 0.009
H -2.223347 3.596977 0.939334 0.005 -0.009 0.008
H -1.431452 4.766250 -0.102366 0.020 -0.009 0.009
H 1.177101 4.753028 -0.132744 0.001 -0.005 -0.002
H 3.145986 4.716301 1.357817 0.000 -0.006 -0.003
H 0.832498 2.776258 4.380241 -0.001 -0.007 -0.005
H -1.148895 2.834490 2.896942 0.002 0.006 0.004
H -4.103355 0.955095 -1.168633 -0.003 -0.008 0.011
H -3.971535 2.299221 -0.022434 0.016 0.011 -0.016
H -1.647779 -0.688002 -0.651313 -0.012 -0.017 -0.084
H -2.008079 0.156434 3.429875 -0.015 0.009 0.003

---

[2]
87
Properties=species:S:1:pos:R:3:forces:R:3 method="wB97M-V/def2-TZVPD" gap_ha=0.2561 total_charge=-2 e_homo_ev=-2.7 largest_force_ev_per_a=0.45 relative_energy_kcal_mol=11.6
K 1.738013 -0.851143 -0.015395 0.062 0.058 0.278
O 2.689455 1.748912 4.071540 -0.015 -0.048 -0.162
C 2.385804 0.945960 5.095143 -0.034 -0.112 0.057
C 2.455346 1.464925 6.392508 -0.001 0.018 -0.031
C 2.151990 0.670390 7.480364 0.007 0.027 0.045
C 1.772882 -0.655640 7.301625 -0.024 -0.061 0.028
C 1.700965 -1.172265 6.018550 -0.010 0.025 0.025
C 2.001100 -0.396570 4.902572 0.065 0.104 -0.007
C 1.916352 -0.954899 3.512933 -0.062 -0.213 -0.005
O 2.199644 -0.199625 2.544272 0.031 0.223 0.147
N 1.549901 -2.235905 3.454232 -0.020 -0.117 0.082
N 1.361494 -2.644346 2.179462 0.046 0.076 -0.145
C 1.115854 -3.883710 1.998099 -0.023 -0.012 0.158
C 0.814391 -4.404345 0.661266 -0.033 -0.073 -0.046
C 0.576676 -5.771592 0.485386 0.011 0.042 0.039
C 0.269376 -6.246409 -0.775913 -0.008 0.000 -0.047
C 0.201799 -5.353804 -1.834705 -0.001 -0.028 0.059
C 0.455569 -4.010855 -1.572218 -0.037 -0.091 -0.125
N 0.754150 -3.549851 -0.367749 0.067 0.064 0.122
H 2.550701 1.173207 3.250618 0.014 0.037 0.062
H 2.748520 2.500322 6.511253 0.004 0.014 -0.003
H 2.208692 1.088048 8.479943 0.002 0.008 -0.004
H 1.533071 -1.277092 8.155990 -0.003 -0.002 -0.006
H 1.405827 -2.197103 5.841705 -0.002 -0.006 -0.005
H 1.093585 -4.583983 2.839011 -0.006 0.032 -0.009
H 0.633516 -6.439628 1.335978 0.003 0.007 0.013
H 0.081357 -7.303202 -0.930541 0.002 0.006 -0.005
H -0.039314 -5.685956 -2.835686 0.003 0.042 -0.014
H 0.426244 -3.264210 -2.358260 0.004 0.006 -0.010
C 2.701198 2.730350 -2.591716 -0.011 -0.003 0.032
C 1.240712 2.459474 -2.422962 0.018 -0.101 -0.030
C 0.164114 3.061604 -3.089255 -0.082 0.048 0.036
C -0.972022 2.495112 -2.539587 0.154 -0.208 0.041
C -2.394458 2.801050 -2.866688 -0.030 -0.006 -0.022
N -0.567388 1.590734 -1.617896 -0.032 0.417 0.030
N 0.792675 1.567352 -1.548440 -0.041 -0.096 0.092
B -1.350490 0.834029 -0.512376 0.016 -0.044 0.263
N -1.433915 1.643471 0.817930 0.124 0.252 -0.239
N -1.781908 0.930917 1.912239 -0.100 -0.116 0.147
C -1.734700 1.760857 2.939769 -0.057 -0.052 0.045
C -2.013028 1.277190 4.326690 0.020 0.000 -0.060
C -1.351494 3.044691 2.519182 0.084 -0.048 -0.204
C -1.148888 2.922668 1.154601 -0.058 0.048 0.195
C -0.681010 3.988556 0.219533 -0.086 -0.002 -0.019
N -2.781190 0.527372 -1.043898 -0.132 0.201 0.169
N -2.855660 -0.324071 -2.087915 0.093 -0.272 -0.079
C -4.127287 -0.397996 -2.437129 0.000 -0.008 -0.034
C -4.563732 -1.259729 -3.579233 0.033 0.030 0.031
C -4.907730 0.427559 -1.614262 0.076 0.080 0.073
C -4.009644 1.009317 -0.732737 -0.113 -0.157 -0.293
C -4.357625 2.005583 0.321554 0.143 0.011 0.068
H 2.858994 3.412037 -3.428484 0.021 0.001 -0.003
H 3.275687 1.823664 -2.772721 0.029 0.029 -0.010
H 3.109560 3.189447 -1.689462 0.007 0.016 -0.001
H 0.209233 3.811730 -3.862597 -0.031 0.011 -0.024
H -2.416295 3.513674 -3.692652 -0.029 0.009 0.020
H -2.927497 3.237279 -2.018497 0.028 0.033 -0.014
H -2.938721 1.902979 -3.156323 -0.013 0.000 -0.057
H -0.758826 -0.168926 -0.204914 -0.213 -0.085 -0.390
H -2.283899 0.223368 4.293099 0.001 -0.029 0.011
H -2.827769 1.836341 4.794127 0.005 0.005 0.013
H -1.125168 1.382959 4.953527 -0.007 -0.020 0.049
H -1.181087 3.920242 3.124333 0.023 0.040 -0.005
H -0.404985 4.863341 0.809877 -0.017 0.016 -0.041
H -1.457601 4.282662 -0.490238 -0.017 0.047 0.012
H 0.182403 3.677269 -0.364328 0.071 -0.023 0.033
H -3.817481 -2.030394 -3.764441 0.018 -0.022 -0.009
H -4.682026 -0.677801 -4.496865 -0.020 -0.001 -0.017
H -5.520437 -1.737888 -3.360067 0.002 -0.026 -0.026
H -5.974142 0.585152 -1.653329 -0.023 0.023 0.052
H -5.422250 2.227523 0.231818 0.016 0.025 0.062
H -3.799632 2.938781 0.226249 0.019 0.002 -0.050
H -4.150230 1.622515 1.318211 0.024 -0.028 0.105
C 3.002497 -2.541873 -3.870333 0.008 0.055 0.008
C 2.661546 -1.097435 -3.522060 0.049 -0.057 -0.098
C 2.365575 -0.290947 -4.783393 0.024 -0.045 0.024
O 1.478404 -1.169159 -2.723455 0.006 0.017 -0.032
C 3.895102 -0.506028 -2.743448 -0.102 0.028 -0.217
O 4.811566 -0.060405 -3.463861 0.075 -0.057 -0.001
O 3.840835 -0.556408 -1.497232 0.027 -0.001 0.080
H 2.190202 -2.995208 -4.446716 -0.012 -0.003 0.002
H 3.145849 -3.115127 -2.953046 0.015 -0.007 0.008
H 3.922233 -2.572777 -4.455210 -0.002 0.004 -0.013
H 1.631650 -0.819168 -5.398991 -0.020 0.004 0.007
H 3.285608 -0.129000 -5.341766 -0.010 -0.008 -0.021
H 1.944679 0.681532 -4.518134 0.016 0.021 -0.005
H 1.256936 -0.269676 -2.428063 -0.027 0.025 -0.186

---

[3]
74
Properties=species:S:1:pos:R:3:forces:R:3 method="wB97M-V/def2-TZVPD" gap_ha="0.1122 / 0.2052" total_charge=-1 e_homo_ev="-0.8 / -3.6" largest_force_ev_per_a=4.44 spin_multiplicity=5
O 4.416017 -2.241224 -5.946657 0.205 0.770 0.569
C 4.305033 -1.356838 -5.205202 -0.308 -2.077 -1.042
Fe 4.619780 0.062257 -3.986316 -0.304 -4.349 0.821
C 6.060783 -0.759860 -3.185956 2.333 -1.973 0.365
O 6.825558 -1.386629 -2.577711 -0.836 0.424 -0.001
C 3.575855 -0.704796 -2.507681 -0.962 -0.792 1.478
C 2.115456 -0.451838 -2.554496 0.118 -0.633 1.438
C 1.367329 -0.306403 -1.422563 0.360 0.005 -1.438
C 4.481784 1.221849 -5.635580 -0.147 2.317 -0.259
C 5.793305 1.270072 -5.059742 0.313 1.934 -0.837
C 5.665416 1.758524 -3.709508 0.055 2.154 -0.635
C 4.276576 2.021623 -3.461478 0.045 1.274 -0.803
C 3.542958 1.681811 -4.643431 0.442 1.975 -0.834
H 3.793828 -1.783201 -2.585246 -0.279 0.185 0.295
H 4.042441 -0.281335 -1.604155 -0.396 -0.401 0.241
H 1.668085 -0.471310 -3.565589 -0.195 0.023 0.608
H 0.289753 -0.170953 -1.507437 0.213 0.039 0.008
H 1.820125 -0.370315 -0.420119 -0.267 0.090 -0.604
H 4.243203 0.993381 -6.667946 0.014 -0.229 0.211
H 6.721895 1.032268 -5.569176 -0.213 -0.052 0.133
H 6.479582 1.998448 -3.030836 -0.186 -0.280 -0.125
H 3.861909 2.469242 -2.562847 0.039 -0.356 -0.107
H 2.478980 1.834363 -4.797133 0.186 -0.259 0.113
C -7.146615 0.407394 0.372111 -0.293 0.170 -0.088
C -5.834110 -0.302019 0.544841 0.443 -0.123 0.237
C -5.314874 -0.528864 1.820364 0.031 -0.046 -0.502
C -4.090894 -1.172975 2.023961 -0.199 0.017 -0.319
C -3.685016 -1.315606 3.466358 -0.002 -0.118 0.659
C -3.351656 -1.642795 0.918557 0.077 0.071 0.042
C -2.031790 -2.417744 1.062968 0.225 0.274 -0.185
C -2.244258 -3.800248 1.713766 -0.055 -0.020 -0.011
C -0.914223 -1.617901 1.789829 -0.348 -0.975 0.522
C -0.438201 -0.366497 1.181297 -0.819 0.446 -0.422
C 0.159572 0.692985 1.877403 0.313 0.507 0.430
C 0.266334 1.981108 1.223255 0.346 -0.454 0.232
C -0.471319 2.245869 -0.057444 -0.040 0.310 -0.347
C 1.065221 2.974634 1.766333 -0.309 -0.363 0.007
C 1.637345 2.844267 3.036028 -0.303 -0.365 -0.240
C 2.397201 3.990318 3.611830 0.425 0.182 0.025
C 1.452074 1.640702 3.725265 0.040 0.255 -0.218
C 0.739880 0.569189 3.198687 -0.069 0.596 -0.480
C 0.647684 -0.643081 4.076334 0.227 -0.388 0.631
C -3.866541 -1.405735 -0.372076 -0.048 0.002 0.208
C -3.149784 -1.876264 -1.608897 0.062 0.026 -0.359
C -5.078975 -0.737766 -0.544229 -0.153 0.034 0.278
H -7.387771 0.532268 -0.687662 0.028 0.004 0.125
H -7.979315 -0.136420 0.837039 0.203 0.006 -0.064
H -7.129772 1.403706 0.832567 0.057 -0.166 -0.099
H -5.885221 -0.197775 2.687172 0.093 -0.022 -0.064
H -2.845903 -1.990193 3.639247 -0.218 0.192 -0.025
H -3.437580 -0.339689 3.916100 0.050 -0.247 -0.254
H -4.531903 -1.704328 4.052646 0.183 0.066 -0.172
H -1.651416 -2.627106 0.056250 -0.105 0.124 0.170
H -2.919766 -4.413232 1.096618 0.202 0.182 0.173
H -1.284641 -4.328503 1.806912 -0.224 0.109 -0.063
H -2.688542 -3.735857 2.715252 0.114 -0.019 -0.246
H -1.316218 -1.370349 2.772208 0.398 -0.221 0.023
H -0.049840 -2.297925 1.931088 -0.432 0.009 0.023
H -0.676409 -0.229398 0.131008 0.036 0.113 0.296
H -0.453699 3.323653 -0.264008 0.039 -0.211 -0.015
H -0.000472 1.735238 -0.912054 -0.228 0.155 0.281
H -1.533568 1.954594 0.000156 0.391 -0.074 0.032
H 1.257721 3.866310 1.168685 -0.223 0.007 0.263
H 2.781296 3.754411 4.604382 -0.069 0.075 0.051
H 3.260298 4.209194 2.976078 0.001 0.108 0.050
H 1.791520 4.905496 3.662823 0.095 -0.233 0.050
H 1.933697 1.512117 4.696943 -0.194 0.113 -0.146
H 1.336270 -0.514944 4.921544 -0.019 -0.030 -0.217
H -0.338368 -0.763803 4.554833 0.158 -0.051 -0.391
H 0.928570 -1.576810 3.576345 -0.178 0.248 0.139
H -3.738275 -1.595579 -2.489130 0.151 -0.097 0.096
H -2.156313 -1.419104 -1.722529 -0.197 -0.174 0.071
H -3.029726 -2.968122 -1.623124 0.043 0.242 -0.001
H -5.447367 -0.565922 -1.557118 0.063 -0.035 0.219

---

| no. | E_tot (Eh) |
| --- | --- |
| 1 | -4831.098626 |
| 2 | -2736.862829 |
| 3 | -2656.764194 |